Formula: C6H7NO2
Source: the Open Molecules 2025 dataset
Level of theory: ωB97M-V/def2-TZVPD

Atoms and positions in Å:
C1 -2.1013 -1.3815 -0.7787
C2 -0.6140 -1.2219 -0.9860
C3 0.4645 -0.3661 1.0907
C4 1.1157 0.9665 1.4994
C5 0.9581 1.7313 0.5044
C6 0.3568 1.0453 -0.6927
H1 -2.1481 -1.5814 0.3853
H2 -2.6579 -2.1791 -1.4440
H3 -2.5325 -0.2236 -0.8780
H4 -0.3989 -1.0803 -2.1059
H5 -0.1074 -2.1893 -0.7852
H6 1.3745 1.1676 2.4397
H7 1.3653 2.8879 0.3052
N1 0.0391 -0.2354 -0.2308
O1 0.3675 -1.4669 1.7445
O2 0.1016 1.4924 -1.7600

Properties
electronic energy = -11919.037 eV
LUMO = -0.590 eV
gap between HOMO and LUMO = 0.3593 hartree
SMILES = CCN1C(=O)C=CC1=O
highest occupied orbital energy = -0.381 hartree

Löwdin population analysis, charges in e, atoms 1 to 8:
1 C -0.0990
2 C -0.2841
3 C -0.2927
4 C 0.0360
5 C 0.0033
6 C -0.4210
7 H 0.0972
8 H 0.1071

Formula: C21H26IN3Pd
Source: the Open Molecules 2025 dataset
Level of theory: ωB97M-V/def2-TZVPD

Atoms and positions in Å:
C1 0.8844 0.2709 4.2619
C2 0.9290 1.7075 3.9028
H1 -0.1317 -0.1461 4.0403
H2 1.2425 -0.0404 5.2457
H3 1.6004 -0.3141 3.6252
H4 -0.0790 1.8992 3.4565
H5 1.2389 2.4496 4.6910
H6 1.7069 1.7612 3.1080
C3 -3.1398 -1.9559 0.0868
C4 -4.3885 -2.5381 -0.1493
C5 -5.2391 -1.8529 -1.0355
C6 -4.8852 -0.5988 -1.5583
H7 -2.4061 -2.3444 0.7988
H8 -4.6494 -3.4889 0.3350
H9 -6.1959 -2.2990 -1.2849
H10 -5.5587 -0.0526 -2.2291
N1 -2.7834 -0.8361 -0.5633
C7 -3.6351 -0.0431 -1.2747
C8 -3.1062 1.2595 -1.6968
N2 -1.8312 1.5607 -1.3186
C9 -1.2590 2.7746 -1.4605
C10 -3.0847 3.4033 -2.8589
C11 -1.8480 3.7321 -2.2912
H11 -0.3331 2.9431 -0.9047
H12 -1.3239 4.6693 -2.5078
C12 -3.7449 2.2051 -2.5151
H13 -4.7129 1.9546 -2.9440
H14 -3.5406 4.0820 -3.5745
Pd1 -0.8486 -0.0796 -0.4159
I1 -2.2761 1.4613 1.7350
C13 4.4778 -1.1277 2.4080
N3 3.8525 -0.8537 1.1352
C14 4.1480 0.4544 0.6090
C15 2.4888 -1.3837 0.9575
C16 2.0218 -1.3467 -0.4682
C17 2.8841 -1.8337 -1.4398
C18 2.5073 -1.8645 -2.7695
C19 1.2769 -1.3469 -3.2067
C20 0.4145 -0.7845 -2.2518
C21 0.8056 -0.8469 -0.9090
H15 5.5660 -1.0684 2.3080
H16 4.2120 -2.1285 2.7603
H17 4.1774 -0.4007 3.1747
H18 3.6664 0.6250 -0.3577
H19 3.8355 1.2489 1.3042
H20 5.2354 0.5341 0.4888
H21 2.5511 -2.4331 1.3060
H22 1.7756 -0.8556 1.6332
H23 3.8525 -2.1581 -1.0898
H24 3.2043 -2.2872 -3.4745
H25 0.9898 -1.3630 -4.2428
H26 -0.5445 -0.3235 -2.5788

Properties
electronic energy = -38229.833 eV
LUMO (alpha / beta) = -6.228 / -9.188 eV
gap between HOMO and LUMO (alpha / beta) = 0.2900 / 0.1947 hartree
charge = +2
2S+1 = 5
highest occupied orbital energy (alpha / beta) = -0.519 / -0.532 hartree

Löwdin population analysis, charges in e, atoms 1 to 8:
1 C -0.1988
2 C -0.1940
3 H 0.0660
4 H 0.0760
5 H 0.0293
6 H -0.0418
7 H 0.0975
8 H 0.0502

Formula: C25H45Br18FNO4P
Source: the Open Molecules 2025 dataset
Level of theory: ωB97M-V/def2-TZVPD

Atoms and positions in Å:
N1 2.3616 4.3035 -2.9247
P1 0.8595 4.6093 -3.7142
O1 1.1769 4.5961 -5.3368
C1 -0.1061 3.1186 -3.3452
C2 -1.3686 2.8783 -3.6297
C3 -2.2146 3.8312 -4.3842
C4 -3.6032 4.0251 -3.7529
C5 -3.6521 5.3611 -3.0326
F1 -2.8826 5.2449 -1.9047
C6 -1.7499 1.5480 -3.0779
O2 -2.6137 0.8534 -3.3141
O3 -0.7528 1.2284 -2.1543
C7 0.3501 1.8677 -2.6230
O4 1.4277 1.5059 -2.5416
H1 2.6793 5.2252 -2.6463
H2 2.1219 3.8070 -2.0683
H3 0.8705 5.4511 -5.6501
H4 -1.7197 4.7780 -4.5326
H5 -2.3501 3.4274 -5.3936
H6 -3.8605 3.2172 -3.0800
H7 -4.3651 4.0657 -4.5264
H8 -4.6714 5.6501 -2.8162
H9 -3.1904 6.1179 -3.6618
Br1 1.9057 -1.7713 1.9389
C8 0.8971 -1.9814 0.2916
C9 0.3309 -0.6523 -0.1185
Br2 -1.2112 -0.1696 0.9757
H10 0.1455 -2.7435 0.4627
H11 1.6107 -2.3411 -0.4472
H12 -0.0407 -0.6796 -1.1407
H13 1.0500 0.1539 -0.0210
Br3 -6.0033 4.7059 -0.1435
C10 -5.7538 2.8006 0.1570
C11 -4.4682 2.5129 0.8827
Br4 -2.9094 2.6407 -0.2825
H14 -5.8119 2.3151 -0.8121
H15 -6.6058 2.4994 0.7640
H16 -4.4620 1.4858 1.2436
H17 -4.2942 3.1867 1.7102
Br5 -7.4195 4.4786 4.4285
C12 -7.1916 2.5746 4.7559
C13 -5.9120 2.2872 5.4941
Br6 -4.3667 2.4229 4.3186
H18 -7.2407 2.0816 3.7904
H19 -8.0506 2.2811 5.3555
H20 -5.9062 1.2625 5.8601
H21 -5.7380 2.9665 6.3219
Br7 6.6157 -1.9774 0.2680
C14 5.1785 -2.7260 -0.8076
C15 4.8298 -1.8353 -1.9710
Br8 3.7950 -0.2950 -1.3898
H22 4.3398 -2.8925 -0.1370
H23 5.5545 -3.6844 -1.1606
H24 4.1912 -2.3627 -2.6774
H25 5.7023 -1.4532 -2.4906
Br9 -0.0150 1.3454 -6.6158
C16 -0.8337 1.4199 -8.3760
C17 -1.0897 2.8377 -8.8136
Br10 -2.6421 3.6047 -7.9165
H26 -1.7387 0.8229 -8.3288
H27 -0.1196 0.9419 -9.0433
H28 -1.3332 2.8652 -9.8736
H29 -0.2538 3.5016 -8.6175
Br11 -0.3416 -5.2912 1.5596
C18 -1.2670 -5.0141 3.2469
C19 -0.2985 -4.7085 4.3571
Br12 0.6273 -6.3126 4.9562
H30 -1.8616 -5.9031 3.4310
H31 -1.9276 -4.1661 3.0767
H32 -0.8270 -4.3379 5.2328
H33 0.4654 -3.9934 4.0665
Br13 1.7904 2.8721 0.1439
C20 0.8227 3.0903 1.8214
C21 1.7595 3.3769 2.9663
Br14 2.6910 1.7721 3.5578
H34 0.2350 2.1882 1.9659
H35 0.1541 3.9328 1.6552
H36 1.2011 3.7187 3.8353
H37 2.5204 4.1090 2.7158
Br15 9.5666 -1.1844 2.5326
C22 8.9856 -1.6608 4.3281
C23 8.4957 -3.0823 4.3924
Br16 6.7226 -3.2588 3.6127
H38 8.2273 -0.9398 4.6155
H39 9.8646 -1.5318 4.9565
H40 8.3895 -3.4009 5.4274
H41 9.1427 -3.7765 3.8661
Br17 1.7438 -9.5575 2.0091
C24 1.2362 -10.0088 3.8315
C25 0.7529 -11.4299 3.9387
Br18 -1.0519 -11.6282 3.2373
H42 0.4902 -9.2826 4.1384
H43 2.1397 -9.8692 4.4220
H44 0.6894 -11.7320 4.9821
H45 1.3798 -12.1306 3.3972

Properties
electronic energy = -1309107.185 eV
LUMO = -0.181 eV
gap between HOMO and LUMO = 0.2959 hartree
SMILES = NP(O)C1=C(CCCF)C(=O)OC1=O.BrCCBr.BrCCBr.BrCCBr.BrCCBr.BrCCBr.BrCCBr.BrCCBr.BrCCBr.BrCCBr
highest occupied orbital energy = -0.303 hartree

Löwdin population analysis, charges in e, atoms 1 to 8:
1 N -0.1568
2 P 0.8591
3 O -0.3056
4 C -0.2000
5 C -0.1751
6 C -0.1638
7 C -0.1456
8 C -0.2401

Formula: C3H6N2S3
Source: the Open Molecules 2025 dataset
Level of theory: ωB97M-V/def2-TZVPD

Atoms and positions in Å:
C1 -0.6306 -1.3140 0.5402
C2 -1.2724 -0.0220 0.5184
C3 0.7818 1.0560 -1.1044
H1 1.1964 -1.3046 1.5878
H2 -0.3608 -1.0847 2.6391
H3 -1.5674 -1.8066 0.7026
H4 -0.3213 -1.8272 -0.3480
H5 0.9567 1.6163 -2.0903
H6 2.7977 -1.9251 -1.5446
N1 0.0736 -1.5964 1.7457
N2 1.3950 0.0140 -0.9005
S1 -2.6154 0.2574 1.4527
S2 -0.6076 1.5211 0.0347
S3 2.8321 -0.5854 -1.8991

Properties
electronic energy = -38690.602 eV
LUMO = -0.643 eV
gap between HOMO and LUMO = 0.3026 hartree
highest occupied orbital energy = -0.326 hartree

Löwdin population analysis, charges in e, atoms 1 to 8:
1 C -0.4896
2 C -1.0873
3 C -0.5614
4 H 0.1491
5 H 0.1237
6 H 0.0619
7 H 0.1125
8 H 0.0979

Repeat the first record exactly.
Formula: C6H7NO2
Source: the Open Molecules 2025 dataset
Level of theory: ωB97M-V/def2-TZVPD

Atoms and positions in Å:
C1 -2.1013 -1.3815 -0.7787
C2 -0.6140 -1.2219 -0.9860
C3 0.4645 -0.3661 1.0907
C4 1.1157 0.9665 1.4994
C5 0.9581 1.7313 0.5044
C6 0.3568 1.0453 -0.6927
H1 -2.1481 -1.5814 0.3853
H2 -2.6579 -2.1791 -1.4440
H3 -2.5325 -0.2236 -0.8780
H4 -0.3989 -1.0803 -2.1059
H5 -0.1074 -2.1893 -0.7852
H6 1.3745 1.1676 2.4397
H7 1.3653 2.8879 0.3052
N1 0.0391 -0.2354 -0.2308
O1 0.3675 -1.4669 1.7445
O2 0.1016 1.4924 -1.7600

Properties
electronic energy = -11919.037 eV
LUMO = -0.590 eV
gap between HOMO and LUMO = 0.3593 hartree
SMILES = CCN1C(=O)C=CC1=O
highest occupied orbital energy = -0.381 hartree

Löwdin population analysis, charges in e, atoms 1 to 8:
1 C -0.0990
2 C -0.2841
3 C -0.2927
4 C 0.0360
5 C 0.0033
6 C -0.4210
7 H 0.0972
8 H 0.1071

Question: What is the formula in the fourth record?
Answer: C3H6N2S3

Question: Which of these has the highest electronic energy?
Answer: C6H7NO2

Question: Which of these has the lowest electronic energy?
Answer: C25H45Br18FNO4P